15
Properties=species:S:1:pos:R:3:forces:R:3:nbo_charge:R:1 method="wB97M-V/def2-TZVPD" lumo_energy_ev=0.708 smiles="CC(=O)O.CN" e_above_lowest_kj_mol=110.9 orbital_gap_ha=0.346
C 0.743599 0.843864 -0.982118 -0.6 0.0 -0.6 -0.724
C 2.137079 0.602937 -1.450577 0.9 0.0 0.3 0.792
O 3.016370 0.865002 -0.455662 -0.9 0.2 0.8 -0.692
O 2.502532 0.282649 -2.547524 -0.3 -0.1 -0.1 -0.586
H 0.313377 1.523745 -1.720291 -0.1 0.3 0.4 0.252
H 0.670223 1.191226 0.040285 0.2 0.3 0.0 0.239
H 0.120296 -0.037672 -1.059809 0.3 -0.3 -0.3 0.226
C -2.025439 -0.733182 1.825475 -0.5 1.2 0.4 -0.402
N -1.761491 -1.086454 0.469952 0.3 -0.3 -0.2 -0.880
H -2.363007 -1.656194 -0.083322 -0.2 -0.1 0.1 0.378
H 3.912884 0.745286 -0.743818 0.8 -0.2 -0.6 0.494
H -0.933470 -0.767526 0.018690 -0.1 -0.1 0.2 0.361
H -2.609963 -1.459758 2.379599 0.2 -0.5 -0.1 0.193
H -2.608455 0.198807 1.926402 0.0 0.0 -0.1 0.158
H -1.114532 -0.512734 2.382724 0.2 -0.4 -0.1 0.190